Record 1
Here is C2H4N2O3 in the gas phase in a non-equilibrium geometry from OMol25. Energies are from wB97M-V/def2-TZVPD.

* SMILES string: NNC(=O)C(=O)O
* ΔE to the lowest compared entry with this formula, charge and spin: 44.7 kcal per mole
* orbital gap: 10.477 eV

The geometry in XYZ format:
```
11
Properties=species:S:1:pos:R:3:mulliken_charge:R:1
C -0.5235 -0.6670 0.6815 0.54
C 0.8960 -1.2765 0.5138 0.42
H -0.4349 1.5196 -1.7457 0.26
H 0.0352 2.2115 -0.2688 0.23
H -1.8055 0.7989 0.2996 0.25
H 1.3907 0.0638 -0.7678 0.51
N -0.1130 1.3143 -0.7324 -0.67
N -0.9687 0.4210 -0.0338 -0.05
O -1.2521 -1.2949 1.4364 -0.56
O 1.6309 -0.8648 -0.5197 -0.52
O 1.1449 -2.2259 1.1370 -0.42
```



Record 2
Here is C22H19N7OsS as an isolated structure from OMol25. Energies are from wB97M-V/def2-TZVPD.

* ΔE to the lowest compared entry with this formula, charge and spin: 0.0 kcal per mole
* orbital gap: 5.324 eV
* charge: +4

The geometry in XYZ format:
```
50
Properties=species:S:1:pos:R:3:mulliken_charge:R:1
Os -0.8891 -0.2177 0.0447 0.35
S 6.1365 -1.6719 1.8788 0.38
N 5.4455 -0.2662 1.5339 -0.58
C 4.1737 -0.5179 1.2679 0.75
C 3.1574 0.4659 0.9741 0.08
C 3.3451 1.8588 0.9574 -0.58
C 2.2671 2.6806 0.6873 -0.90
C 1.0133 2.1265 0.4294 -0.51
N 0.8335 0.7994 0.4263 -0.25
C 1.8831 -0.0234 0.6950 0.22
C 1.5871 -1.4223 0.7016 0.77
N 0.2812 -1.7521 0.4234 -0.21
C -0.1025 -3.0586 0.4540 0.13
C 0.8025 -4.0611 0.7382 -0.92
C 2.1277 -3.7371 1.0074 -0.21
C 2.5353 -2.3902 0.9964 -0.30
C 3.8703 -1.9145 1.2808 0.72
N 4.9215 -2.6693 1.5564 -0.59
H 4.3272 2.2700 1.1644 0.63
H 2.3740 3.7577 0.6774 0.52
H 0.1490 2.7517 0.2379 0.69
H -1.1447 -3.2707 0.2497 0.47
H 0.4657 -5.0896 0.7530 0.50
H 2.8528 -4.5106 1.2396 0.62
C -3.4506 1.8463 3.4878 -0.08
C -4.0835 1.2496 2.3973 -0.80
C -3.3135 0.6967 1.4065 0.11
N -1.9483 0.7688 1.4349 0.06
C -1.3318 1.3646 2.5011 0.20
C -2.0600 1.8906 3.5406 -0.92
H -4.0411 2.2649 4.2950 0.47
H -5.1623 1.1993 2.3293 0.48
H -3.7689 0.2066 0.5555 0.48
H -0.2539 1.3847 2.5068 0.47
H -1.5442 2.3354 4.3814 0.47
C -0.4146 1.7788 -5.0262 -1.18
C -0.8856 1.0009 -3.8691 0.92
C -1.9570 0.0577 -3.8015 -1.07
C -1.9997 -0.3919 -2.5290 0.60
N -1.0142 0.2622 -1.7729 0.33
N -0.3337 1.0712 -2.6563 -0.06
C -2.7809 -1.4298 -1.8010 -0.97
H -1.1464 1.7417 -5.8298 0.38
H 0.5225 1.3524 -5.4027 0.36
H -0.2193 2.8194 -4.7576 0.41
H -2.5842 -0.2355 -4.6301 0.50
H 0.3595 1.7351 -2.3391 0.24
H -3.8390 -1.4126 -2.0695 0.46
H -2.7576 -1.2659 -0.6975 0.10
H -2.4047 -2.4286 -2.0291 0.29
```



Record 3
Here is C20H17ClN2O2 in the gas phase from OMol25. Energies are from wB97M-V/def2-TZVPD.

* SMILES string: O=C(COc1ccc(Cl)cc1)N(Cc1ccccc1)c1ccccn1
* ΔE to the lowest compared entry with this formula, charge and spin: 4.1 kcal per mole
* orbital gap: 8.783 eV

The geometry in XYZ format:
```
42
Properties=species:S:1:pos:R:3:mulliken_charge:R:1
O -0.1213 -0.5881 -2.0694 -0.63
C -0.8888 -0.9452 -1.2067 0.47
N -1.9642 -0.1585 -0.8465 0.31
C -3.0052 -0.5336 -0.0030 0.91
N -3.2316 -1.8347 0.1390 -0.37
C -4.2314 -2.2350 0.9033 -0.46
C -5.0760 -1.3686 1.5740 -0.49
C -4.8383 -0.0078 1.4389 -0.75
C -3.7945 0.4263 0.6450 -0.39
H -3.5872 1.4799 0.5549 0.38
H -5.4580 0.7121 1.9532 0.42
H -5.8837 -1.7399 2.1832 0.39
H -4.3515 -3.3080 0.9700 0.41
C -1.9868 1.1606 -1.4654 -2.23
C -1.1414 2.1745 -0.7305 1.30
C -0.8054 2.0223 0.6075 0.17
C -0.0128 2.9618 1.2452 -0.78
C 0.4464 4.0688 0.5552 -0.50
C 0.1083 4.2327 -0.7778 -0.58
C -0.6766 3.2905 -1.4159 -0.76
H -0.9286 3.4146 -2.4589 0.41
H 0.4647 5.0931 -1.3244 0.39
H 1.0671 4.7991 1.0521 0.40
H 0.2447 2.8252 2.2855 0.43
H -1.1600 1.1663 1.1645 0.30
H -3.0228 1.5002 -1.5490 0.69
H -1.5847 1.0427 -2.4766 0.51
C -0.6601 -2.2385 -0.4314 -0.50
O 0.6411 -2.7274 -0.6410 -0.40
C 1.6999 -1.9643 -0.2574 0.24
C 1.6152 -0.7775 0.4629 0.32
C 2.7630 -0.0889 0.8142 -0.93
C 4.0016 -0.5888 0.4584 0.32
C 4.1050 -1.7755 -0.2520 -0.54
C 2.9595 -2.4552 -0.6066 -0.60
H 3.0136 -3.3756 -1.1651 0.42
H 5.0750 -2.1582 -0.5278 0.40
Cl 5.4342 0.2744 0.9013 -0.24
H 2.6872 0.8384 1.3603 0.48
H 0.6626 -0.3613 0.7476 0.28
H -1.3285 -3.0124 -0.8144 0.35
H -0.8704 -2.0976 0.6360 0.47
```



Record 4
Here is C17H27N3O2 as an isolated structure in a non-equilibrium geometry from OMol25. Energies are from wB97M-V/def2-TZVPD.

* ΔE to the lowest compared entry with this formula, charge and spin: 346.7 kcal per mole
* orbital gap: 8.507 eV

The geometry in XYZ format:
```
49
Properties=species:S:1:pos:R:3:mulliken_charge:R:1
C -5.9910 3.3362 3.4277 -1.16
C -5.4215 2.0460 3.2998 0.12
C -4.5348 1.7085 4.4262 -0.90
C -3.7827 0.4074 4.3921 -0.65
C -2.7743 0.3852 3.1885 -0.21
C -1.9882 -1.1792 3.3304 -0.73
C -0.8371 -1.4506 2.3213 -0.62
C -1.5936 -2.1887 0.8729 -0.97
C -2.6350 -1.5011 0.0517 -0.23
H -3.5215 -1.2882 0.8112 0.25
H -2.9453 -2.3707 -0.7452 0.28
C -2.1578 -0.2337 -0.6053 -0.82
N -1.0030 -0.1403 -1.2804 0.21
C 0.1841 0.0082 -0.9599 0.33
O 0.4684 0.8590 -0.0961 -0.75
C 1.3949 -0.3641 -1.9416 0.44
O 1.0327 -0.9041 -2.8401 -0.51
N 2.5639 0.1794 -1.6275 -0.03
C 3.5426 -0.0033 -2.3589 0.63
N 4.7562 0.5789 -1.6814 -0.59
C 5.8935 0.6612 -2.3687 -0.32
C 6.3002 -0.2517 -3.4325 -0.63
C 5.1077 -0.8685 -4.0704 -0.44
C 3.9672 -0.8214 -3.4402 -0.25
H 2.8374 -1.2083 -4.2000 0.04
H 5.2047 -1.3029 -4.9455 0.56
H 7.2237 0.0563 -3.7812 0.41
H 6.5686 1.0323 -1.8046 0.50
H 2.6239 0.7058 -0.7846 0.26
H -1.0416 -0.9389 -2.0141 0.30
H -3.0422 0.1800 -1.0962 0.17
H -1.8988 0.5901 0.2501 0.34
H -1.9784 -3.2329 1.3300 0.45
H -0.6390 -2.3228 0.3474 0.34
H -0.5394 -0.4678 1.9055 0.21
H -0.3159 -2.2560 2.6127 0.50
H -2.9609 -1.9151 3.1266 0.20
H -1.4944 -1.4635 4.4600 0.31
H -3.2626 0.2212 2.2589 -0.23
H -1.8830 0.7528 3.2319 0.61
H -4.4936 -0.3928 4.4902 0.42
H -3.0199 0.0028 5.3827 0.20
H -3.4575 2.5176 4.3663 0.16
H -4.8221 1.9775 5.3542 0.61
H -4.7093 1.9671 2.1386 0.04
H -6.1626 1.3089 3.2730 0.30
H -5.2600 4.2549 3.4852 0.29
H -6.6147 3.5384 4.4057 0.29
H -6.7549 3.5234 2.3980 0.26
```



Record 5
Here is C2H4N2O2 in the gas phase in a non-equilibrium geometry from OMol25. Energies are from wB97M-V/def2-TZVPD.

* SMILES string: C=[N+]([O-])C(N)=O
* ΔE to the lowest compared entry with this formula, charge and spin: 145.3 kcal per mole
* orbital gap (alpha / beta): 8.826 / 8.828 eV

The geometry in XYZ format:
```
10
Properties=species:S:1:pos:R:3:mulliken_charge:R:1
C -1.1828 -1.2047 -0.4272 -0.43
C 0.4309 0.1899 0.6395 0.29
N 1.1636 1.2288 0.3018 -0.26
N -0.2812 -0.2802 -0.5532 0.50
O 0.1773 -0.5826 2.0417 -0.59
O 0.0666 0.3327 -1.6229 -0.76
H -1.6518 -1.4472 -1.2742 0.32
H -1.2688 -1.5429 0.5195 0.35
H 1.0546 1.5162 -0.6757 0.32
H 1.4915 1.7900 1.0509 0.26
```



Record 6
Here is a 8-piece molecular cluster, C34H41F21NO17P overall in a non-equilibrium geometry from OMol25. Energies are from wB97M-V/def2-TZVPD.

* SMILES string: NC1=CC(=O)C([PH2]=O)=CC1=O.CCOC(=O)C(F)(F)F.CCOC(=O)C(F)(F)F.CCOC(=O)C(F)(F)F.CCOC(=O)C(F)(F)F.CCOC(=O)C(F)(F)F.CCOC(=O)C(F)(F)F.CCOC(=O)C(F)(F)F
* ΔE to the lowest compared entry with this formula, charge and spin: 0.0 kcal per mole
* orbital gap: 8.524 eV

The geometry in XYZ format:
```
115
Properties=species:S:1:pos:R:3:mulliken_charge:R:1
N 0.5203 2.2026 3.1143 -0.52
C 0.6042 1.8104 1.7598 0.67
C 1.3224 2.4594 0.8394 -0.59
C 1.3393 1.9319 -0.5364 0.06
O 1.3514 2.6165 -1.5443 -0.53
C 1.3000 0.4383 -0.5913 0.42
P 2.2955 -0.4552 -1.8031 0.59
O 3.6948 0.0217 -1.7738 -0.64
C 0.5568 -0.2122 0.2991 -0.41
C -0.1769 0.6166 1.2944 0.02
O -1.3277 0.3769 1.6058 -0.49
H 1.2796 2.8622 3.2322 0.27
H 0.7848 1.3976 3.6737 0.30
H 1.8868 3.3427 1.0675 0.35
H 2.2408 -1.7870 -1.3810 -0.05
H 1.7005 -0.3484 -3.0734 0.10
H 0.4672 -1.2825 0.3192 0.50
C 4.0767 -6.8808 -2.5846 -0.88
C 5.1734 -6.1876 -1.8084 -0.24
O 4.6465 -5.1145 -1.0002 -0.36
C 4.1309 -5.4605 0.1647 0.31
O 4.0536 -6.5574 0.6258 -0.52
C 3.6601 -4.1980 0.9024 0.88
F 2.9826 -3.3791 0.0796 -0.21
F 4.7052 -3.5241 1.3825 -0.26
F 2.8625 -4.5067 1.9156 -0.25
H 3.5162 -6.1618 -3.1823 0.35
H 4.5053 -7.6283 -3.2473 0.20
H 3.3701 -7.3747 -1.9179 0.39
H 5.8774 -5.7178 -2.4900 0.21
H 5.7311 -6.8838 -1.1842 0.33
C -1.2555 -8.3356 -6.4911 -1.09
C -0.5441 -9.4901 -5.8203 -0.22
O 0.8430 -9.5436 -6.2091 -0.32
C 1.6596 -8.7347 -5.5583 0.32
O 1.3729 -7.9696 -4.6884 -0.51
C 3.0969 -8.9446 -6.0586 0.98
F 3.1495 -9.0063 -7.3905 -0.27
F 3.5915 -10.0860 -5.5704 -0.28
F 3.8752 -7.9477 -5.6548 -0.21
H -1.1397 -8.3938 -7.5734 0.31
H -2.3171 -8.3583 -6.2497 0.37
H -0.8480 -7.3797 -6.1638 0.31
H -0.9675 -10.4393 -6.1392 0.32
H -0.6209 -9.4364 -4.7357 0.32
C -3.9576 2.2966 2.9601 -1.02
C -2.9745 3.1202 3.7509 -0.08
O -3.6247 4.1870 4.4748 -0.35
C -4.1783 3.8533 5.6259 0.34
O -4.1990 2.7727 6.1308 -0.51
C -4.7842 5.1041 6.2812 0.90
F -5.4702 5.8355 5.3965 -0.24
F -3.8155 5.8720 6.7908 -0.26
F -5.6070 4.7696 7.2667 -0.25
H -4.5435 2.9218 2.2847 0.31
H -3.4127 1.5575 2.3754 0.27
H -4.6577 1.7754 3.6134 0.32
H -2.2706 3.6060 3.0799 0.26
H -2.4040 2.4966 4.4357 0.30
C 7.3138 -5.6628 -7.9152 -1.05
C 7.5129 -4.9730 -6.5836 -0.28
O 7.4074 -5.9108 -5.4925 -0.22
C 8.4916 -6.6165 -5.2247 0.29
O 9.5468 -6.5609 -5.7774 -0.54
C 8.2154 -7.5280 -4.0211 1.01
F 7.0301 -8.1334 -4.1236 -0.24
F 8.2044 -6.8053 -2.8918 -0.28
F 9.1502 -8.4632 -3.9096 -0.25
H 6.3638 -6.1976 -7.9290 0.22
H 7.3164 -4.9298 -8.7205 0.39
H 8.1058 -6.3864 -8.1052 0.31
H 6.7282 -4.2410 -6.4086 0.34
H 8.4698 -4.4565 -6.5342 0.33
C -8.3754 7.1502 4.3480 -1.06
C -8.9933 8.2484 5.1845 -0.25
O -8.6773 9.5506 4.6518 -0.31
C -9.4312 9.9660 3.6504 0.32
O -10.3420 9.3844 3.1442 -0.51
C -8.9943 11.3783 3.2323 0.96
F -7.6677 11.4790 3.1491 -0.25
F -9.4272 12.2712 4.1311 -0.27
F -9.5105 11.6993 2.0521 -0.25
H -7.3007 7.3009 4.2551 0.28
H -8.5548 6.1801 4.8091 0.37
H -8.7963 7.1379 3.3429 0.35
H -8.5805 8.2415 6.1905 0.31
H -10.0730 8.1351 5.2665 0.32
C 12.0583 -8.5690 -2.3735 -1.18
C 11.8011 -7.0825 -2.2657 0.13
O 12.1007 -6.5954 -0.9427 -0.34
C 13.3738 -6.3371 -0.6941 0.31
O 14.2916 -6.4632 -1.4452 -0.51
C 13.5153 -5.7913 0.7359 0.94
F 12.7967 -6.5088 1.6018 -0.25
F 13.0851 -4.5260 0.7830 -0.25
F 14.7834 -5.8168 1.1209 -0.24
H 11.5040 -9.1107 -1.6065 0.31
H 11.7542 -8.9348 -3.3524 0.34
H 13.1162 -8.7901 -2.2357 0.40
H 10.7492 -6.8633 -2.4190 -0.01
H 12.3703 -6.5212 -3.0049 0.33
C -13.8634 12.5953 3.2100 -1.15
C -12.9095 13.4403 4.0254 -0.14
O -13.6108 14.4803 4.7349 -0.32
C -14.1795 14.1222 5.8738 0.34
O -14.1704 13.0379 6.3708 -0.51
C -14.8461 15.3470 6.5204 0.90
F -15.5349 16.0545 5.6226 -0.25
F -13.9129 16.1428 7.0531 -0.25
F -15.6754 14.9716 7.4840 -0.24
H -14.4475 13.2230 2.5366 0.32
H -13.3084 11.8666 2.6203 0.37
H -14.5610 12.0599 3.8531 0.32
H -12.2059 13.9557 3.3759 0.31
H -12.3344 12.8363 4.7251 0.31
```